{
  "formula": "C5H15NOS",
  "method": "ωB97M-V with the def2-TZVPD basis set",
  "species": ["H", "H", "C", "H", "H", "N", "C", "H", "C", "H", "C", "H", "H", "O", "H", "H", "C", "H", "H", "H", "H", "S", "H"],
  "positions_angstrom": [[1.59, 0.69, -0.50], [-1.92, 1.32, 1.38], [-1.13, 1.84, 0.84], [3.12, -1.52, 2.54], [-2.32, 0.57, -0.89], [-0.29, 0.97, 0.04], [-1.15, 0.58, -1.13], [-0.19, -0.71, -2.76], [0.99, 1.53, -0.37], [-1.79, -1.19, -2.09], [-0.78, -0.78, -1.76], [1.53, 2.12, 0.41], [1.04, 2.23, -1.20], [3.42, -1.99, 3.27], [-1.09, 1.30, -1.92], [-0.95, -0.82, 1.47], [-0.23, -1.84, -0.88], [-0.45, -2.92, -1.24], [-0.45, 2.43, 1.54], [-1.61, 2.65, 0.10], [2.83, -2.76, 3.28], [-1.04, -1.99, 0.76], [0.84, -1.69, -0.90]],
  "total_energy_ha": -727.60606,
  "smiles": "CN(C)CCCS.O"
}